Computed, not measured: an isolated ion of composition C7H17N7 and charge +2 at a distorted geometry, with ωB97M-V/def2-TZVPD.

```
! wB97M-V def2-TZVPD RIJCOSX def2/J DEFGRID3
* xyz 2 1
C -1.07886 -2.73870 3.27111
C -2.15241 -1.95130 2.42805
N -1.84253 -0.90398 1.51966
N -0.81583 -0.62587 0.79697
C -1.06422 0.06441 -0.30096
C -0.07563 0.08749 -1.27906
N 0.84610 -0.85321 -1.34280
C -0.10651 1.18153 -2.37799
N -0.34254 0.84428 -3.71099
C 1.47644 1.70830 -2.32498
C 2.15460 1.82593 -1.06097
N 1.71277 1.37642 0.00295
N 1.61708 0.94523 1.12245
N 1.51833 1.61089 2.18172
H -0.99492 -3.82069 2.92544
H -0.14089 -2.15926 3.15145
H -1.36837 -2.57883 4.29525
H -2.98825 -1.75744 3.07691
H -2.76463 -2.68182 1.67505
H -2.79163 -0.45982 1.29941
H -1.98829 0.63278 -0.39133
H 0.83244 -1.76072 -0.73681
H 1.71154 -0.82950 -1.87072
H -0.73076 2.00947 -2.11020
H 0.34020 0.33259 -4.15917
H -1.04540 1.27385 -4.31368
H 1.49419 2.51983 -3.06165
H 2.08603 1.03346 -2.91145
H 3.29317 1.99019 -1.04964
H 1.63971 1.09227 3.03290
H 1.56905 2.59221 2.22307
*
```

Output
* energy relative to the best compared isomer or geometry (same formula, charge and spin): 99.9 kcal per mole
* SMILES: CC/[NH+]=N/C=C(\N)[C@H](N)C/C=N/N=[NH2+]
* E_tot: -659.40953 Ha
* Kohn-Sham gap: 0.2764 Eh
* E_LUMO: -8.1 eV

Atomic partial charges in e from the natural (NBO) method, atoms 1 to 5:
1. C -0.63
2. C -0.25
3. N -0.23
4. N -0.08
5. C -0.22

***

Computed, not measured: C15H13Cl3GeN7OSTi as an isolated structure at a distorted geometry, with ωB97M-V/def2-TZVPD.

```
! wB97M-V def2-TZVPD RIJCOSX def2/J DEFGRID3
* xyz 0 2
Ti -0.48299 -0.33929 0.09607
C -0.81121 2.27671 3.58887
C -0.06957 1.58176 4.54219
C 0.66417 0.47635 4.16794
C 0.66454 0.06454 2.82996
N -0.07612 0.73543 1.92662
C -0.79837 1.80349 2.29560
C 1.44353 -1.08266 2.30209
C 2.35712 -1.74139 3.12358
C 3.11526 -2.76839 2.58529
C 2.93428 -3.10150 1.24225
C 1.99812 -2.44458 0.46286
C 1.19361 -1.41160 0.95744
H -1.40654 3.14160 3.83913
H -0.07232 1.89597 5.57772
H 1.22878 -0.07927 4.89873
H -1.39174 2.26673 1.51622
H 2.50575 -1.46750 4.15739
H 3.83590 -3.29547 3.19478
H 3.53115 -3.89317 0.80742
H 1.88978 -2.75058 -0.57607
N 1.82560 1.87182 0.15707
N 2.21436 2.40422 -1.06930
C 1.87704 1.74080 -2.19437
N 2.37467 2.26732 -3.33767
S 0.98828 0.33468 -2.21664
H 1.77521 2.61074 0.84419
H 2.45112 1.12688 0.45713
H 3.01852 3.01542 -1.09952
H 2.70940 3.21592 -3.36517
H 2.04426 1.86492 -4.19720
O -0.76692 -1.75213 -1.15801
N -0.25168 -2.81562 -1.74731
C -1.02040 -3.85712 -1.73787
C -0.53645 -5.04265 -2.40395
N -0.15974 -5.98452 -2.94262
C -2.32657 -3.95144 -1.13939
N -3.38263 -4.12082 -0.71590
Cl -2.28378 -1.32433 1.50619
Ge -3.75449 -0.66712 -0.30044
Cl -2.17708 1.19335 -0.85270
Cl -5.05109 0.62652 0.97752
*
```

Output
* energy relative to the best compared isomer or geometry (same formula, charge and spin): 15.0 kcal per mole
* E_tot: -5743.19559 Ha
* Kohn-Sham gap (alpha / beta): 0.2761 / 0.3064 Eh
* <S²>: 0.755
* E_LUMO (alpha / beta): -0.5 / -0.4 eV

Atomic partial charges in e from the natural (NBO) method, atoms 1 to 5:
1. Ti 1.29
2. C -0.27
3. C -0.13
4. C -0.24
5. C 0.24

***

Computed, not measured: one molecule with the formula C2H6ClO2P at a distorted geometry, with ωB97M-V/def2-TZVPD.

```
! wB97M-V def2-TZVPD RIJCOSX def2/J DEFGRID3
* xyz 0 1
C -0.68289 1.19822 -1.00723
C -0.61657 -0.29060 -0.69624
O 0.72200 -0.76688 -0.32329
P 1.02693 -0.76866 1.22759
O 0.30117 0.65261 2.29316
Cl 2.91444 -0.98870 1.23439
H -1.38092 1.37887 -1.79579
H -1.12759 1.67742 -0.05667
H 0.35337 1.44401 -1.25286
H -0.81129 -0.88536 -1.57188
H -1.12794 -0.63152 0.22469
H 0.42928 -2.01942 1.72412
*
```

Output
* energy relative to the best compared isomer or geometry (same formula, charge and spin): 80.8 kcal per mole
* SMILES: CCO[P@H](=O)Cl
* E_tot: -1031.76625 Ha
* Kohn-Sham gap: 0.3729 Eh
* E_LUMO: 0.7 eV

Atomic partial charges in e from the natural (NBO) method, atoms 1 to 5:
1. C -0.65
2. C -0.05
3. O -0.83
4. P 1.62
5. O -0.95

***

Computed, not measured: C12H8CuN2O5S as an isolated structure, with ωB97M-V/def2-TZVPD.

```
! wB97M-V def2-TZVPD RIJCOSX def2/J DEFGRID3
* xyz -1 1
Cu 1.17819 -0.64086 -1.04921
O -0.77301 1.70224 2.47414
C 0.06749 0.93764 1.71570
O 0.14637 -0.24435 1.85228
C 0.89210 1.79639 0.77526
C 0.87996 3.17326 0.90191
C 1.69715 3.91801 0.06228
C 2.47029 3.25466 -0.86242
C 2.38213 1.86960 -0.95822
N 1.60997 1.14698 -0.13524
C 3.12737 1.13632 -2.08943
O 4.05705 1.77588 -2.60027
O 2.66836 -0.00042 -2.35203
H -1.22645 1.04944 3.03086
H 0.24923 3.64097 1.64181
H 1.71801 4.99895 0.13345
H 3.14015 3.75879 -1.54483
O -0.90762 -0.62761 -1.08841
N -1.44449 -1.71817 -0.57708
C -2.76854 -1.65798 -0.29292
C -3.45986 -2.71842 0.21703
C -2.75588 -3.90593 0.45571
C -1.41781 -3.95510 0.17731
C -0.69123 -2.85152 -0.34036
S 0.98502 -2.89638 -0.66405
H -3.20388 -0.69627 -0.51718
H -4.51500 -2.61398 0.42681
H -3.26242 -4.77747 0.85354
H -0.84268 -4.85467 0.35356
*
```

Output
* E_tot: -2986.57725 Ha
* Kohn-Sham gap: 0.2266 Eh
* E_LUMO: 2.7 eV

Atomic partial charges in e from the natural (NBO) method, atoms 1 to 5:
1. Cu 0.85
2. O -0.70
3. C 0.77
4. O -0.55
5. C 0.07

***

Computed, not measured: C39H38N2OPSc as an isolated structure, with ωB97M-V/def2-TZVPD.

```
! wB97M-V def2-TZVPD RIJCOSX def2/J DEFGRID3
* xyz 0 1
Sc 0.12428 0.72941 1.21708
C 0.03740 3.22968 1.35875
C 0.29970 2.73703 2.65522
C 1.57701 2.13288 2.64223
C 2.10402 2.25190 1.33922
C 1.15478 2.93410 0.54701
H -0.87386 3.71048 1.03289
H -0.38807 2.75252 3.48753
H 2.04579 1.61313 3.46346
H 3.04202 1.83985 1.00328
H 1.24600 3.17794 -0.50117
C 1.69532 0.96172 -5.45100
C 0.50431 0.24260 -5.44735
C -0.24053 0.13546 -4.28529
C 0.19809 0.74641 -3.11002
C 1.39567 1.45412 -3.12067
C 2.14220 1.56718 -4.28806
P -0.71615 0.65133 -1.52435
C -1.55543 -0.95928 -1.73031
C -2.91998 -1.13223 -1.92242
C -3.44482 -2.41179 -2.06144
C -2.61487 -3.52044 -2.01192
C -1.24837 -3.35192 -1.82296
C -0.72549 -2.07837 -1.68078
C -2.09717 1.85488 -1.75299
C -2.16113 2.57222 -2.92453
C -3.22446 3.45067 -3.20121
C -4.23981 3.59874 -2.30500
C -4.21658 2.90614 -1.07249
C -5.25993 3.09267 -0.12873
C -5.22123 2.47450 1.09212
C -4.13958 1.65622 1.43120
C -3.11645 1.43955 0.52638
C -3.13066 2.04316 -0.77581
H 2.27589 1.04292 -6.36069
H 0.15875 -0.23647 -6.35432
H -1.16494 -0.42930 -4.28558
H 1.75303 1.90754 -2.20325
H 3.07261 2.11975 -4.28179
H -3.58023 -0.27563 -1.96651
H -4.50964 -2.53903 -2.20852
H -3.03066 -4.51385 -2.11763
H -0.59175 -4.21154 -1.78139
H 0.33824 -1.94177 -1.53545
H -1.38675 2.46239 -3.67048
H -3.22977 3.99396 -4.13699
H -5.07479 4.25720 -2.51104
H -6.08183 3.74643 -0.39195
H -6.01774 2.62813 1.80813
H -4.06965 1.19094 2.40353
C 0.46863 -0.45491 4.82332
C 0.92985 -1.84290 4.36671
C -0.20621 -2.59279 3.66317
C 2.21867 -1.84986 3.56940
C 3.37024 -2.26199 4.20292
C 4.57413 -2.40447 3.51463
C 4.60407 -2.22650 2.13244
C 3.48700 -1.83640 1.42837
C 3.54581 -1.89086 -0.08231
C 3.28636 -0.58399 -0.83073
C 2.62051 -3.01164 -0.57330
C 2.26910 -1.49068 2.15561
N 1.28405 -0.84927 1.58803
H -0.34191 -0.56070 5.54728
H 0.08931 0.12983 3.98905
H 1.28179 0.09465 5.30057
H 1.16294 -2.40093 5.27949
H -0.55832 -2.03584 2.79653
H -1.04454 -2.72133 4.35032
H 0.12235 -3.58021 3.33489
H 3.33542 -2.49377 5.26161
H 5.46854 -2.70969 4.04153
H 5.52133 -2.43267 1.59222
H 4.57118 -2.18705 -0.32449
H 2.24488 -0.27761 -0.74227
H 3.51488 -0.71806 -1.89052
H 3.91804 0.21911 -0.44746
H 1.61045 -2.85188 -0.19810
H 2.96851 -3.97965 -0.20967
H 2.59301 -3.04480 -1.66521
O -1.79381 0.44122 2.10653
N -2.00910 0.70148 0.83550
*
```

Output
* energy relative to the best compared isomer or geometry (same formula, charge and spin): 7.8 kcal per mole
* E_tot: -2795.79660 Ha
* Kohn-Sham gap (alpha / beta): 0.2392 / 0.2382 Eh
* E_LUMO (alpha / beta): -0.8 / -0.9 eV

Atomic partial charges in e from the Mulliken method, atoms 1 to 5:
1. Sc -0.34
2. C -0.70
3. C -0.73
4. C -0.58
5. C -0.66

***

Computed, not measured: a 2-piece molecular cluster, C6H10O overall, with ωB97M-V/def2-TZVPD.

```
! wB97M-V def2-TZVPD RIJCOSX def2/J DEFGRID3
* xyz 0 1
C -0.32626 2.15789 -0.75199
C 0.23062 1.14948 -0.13364
C 0.73190 0.09542 0.46126
C 1.69356 -0.83227 -0.23888
C 0.30741 -0.31121 1.85075
H -1.24254 2.02156 -1.32713
H 0.08625 3.16335 -0.72676
H 1.25223 -1.83557 -0.29198
H 2.63588 -0.91120 0.31727
H 1.91526 -0.49818 -1.25539
H 1.17257 -0.36729 2.52302
H -0.14884 -1.30832 1.81054
H -0.41920 0.38638 2.27408
C -1.97145 -0.72220 -1.12861
O -1.59851 -1.76846 -0.66175
H -1.67140 -0.38335 -2.14112
H -2.64749 -0.03604 -0.57968
*
```

Output
* energy relative to the best compared isomer or geometry (same formula, charge and spin): 47.4 kcal per mole
* SMILES: C=C=C(C)C.C=O
* E_tot: -309.76676 Ha
* Kohn-Sham gap: 0.3699 Eh
* E_LUMO: 0.9 eV

Atomic partial charges in e from the natural (NBO) method, atoms 1 to 5:
1. C -0.50
2. C 0.06
3. C -0.05
4. C -0.63
5. C -0.63